(1)
Molecular formula: C28H20N6O2SSr
Method: DFT, ωB97M-V/def2-TZVPD

Cartesian coordinates (Å):
Sr: -0.238 0.147 -0.491
O: 0.951 1.858 0.964
C: -0.081 1.764 1.668
N: -1.320 1.950 1.229
C: -1.633 2.804 0.219
O: -1.187 3.920 0.010
C: -2.725 2.290 -0.703
C: -3.583 3.206 -1.301
C: -4.546 2.735 -2.169
C: -4.601 1.375 -2.438
C: -3.687 0.542 -1.825
N: -2.766 0.983 -0.961
C: 0.070 1.106 3.016
C: 1.070 1.519 3.889
C: 1.274 0.805 5.051
C: 0.486 -0.313 5.294
C: -0.479 -0.651 4.360
N: -0.694 0.038 3.239
H: -3.464 4.255 -1.073
H: -5.244 3.415 -2.642
H: -5.333 0.967 -3.121
H: -3.674 -0.520 -2.038
H: 1.675 2.380 3.634
H: 2.044 1.101 5.752
H: 0.618 -0.911 6.185
H: -1.111 -1.520 4.509
S: 0.149 -2.867 -4.593
C: 0.596 -3.941 -3.353
C: 0.545 -3.346 -2.123
C: 0.142 -1.970 -2.113
C: -0.096 -1.581 -3.410
C: -0.476 -0.249 -3.898
C: -0.907 -0.019 -5.211
C: -1.242 1.256 -5.612
C: -1.155 2.305 -4.706
C: -0.733 2.010 -3.428
N: -0.401 0.777 -3.027
H: 0.880 -4.954 -3.597
H: 0.821 -3.908 -1.236
H: -0.980 -0.849 -5.901
H: -1.573 1.435 -6.627
H: -1.405 3.319 -4.984
H: -0.653 2.797 -2.684
N: 1.713 -3.227 2.176
C: 0.925 -2.574 1.282
N: 1.346 -1.369 1.021
C: 2.493 -1.201 1.790
C: 3.330 -0.095 1.922
C: 4.397 -0.206 2.791
C: 4.634 -1.382 3.522
C: 3.809 -2.483 3.406
C: 2.736 -2.366 2.529
H: 1.580 -4.166 2.506
H: 0.049 -3.024 0.841
H: 3.115 0.814 1.378
H: 5.068 0.634 2.918
H: 5.483 -1.424 4.192
H: 3.988 -3.390 3.970

Values from the calculation:
Relative energy (zero: lowest compared OMol25 entry of this formula, charge and spin) ... 0.146 eV
Gap between HOMO and LUMO ... 7.897 eV
LUMO energy ... 0.0113 Ha
Charge ... 0

***

(2)
Molecular formula: ClH4NSi
Method: DFT, ωB97M-V/def2-TZVPD

Cartesian coordinates (Å):
N: 0.158 -0.791 -0.772
Si: -0.585 0.532 -0.014
Cl: 1.477 0.681 2.189
H: -0.108 -1.738 -0.538
H: 1.166 -0.746 -0.878
H: -1.832 0.273 0.669
H: -0.276 1.789 -0.656

Values from the calculation:
Relative energy (zero: lowest compared OMol25 entry of this formula, charge and spin) ... 2.067 eV
Gap between HOMO and LUMO ... 8.358 eV
LUMO energy ... -0.0295 Ha
Charge ... 0

***

(3)
Molecular formula: ClH2NO
Method: DFT, ωB97M-V/def2-TZVPD

Cartesian coordinates (Å):
N: 0.248 -0.171 0.586
O: 0.466 0.568 -0.426
Cl: -0.790 0.637 -1.954
H: 0.551 -1.136 0.548
H: -0.475 0.103 1.245

Values from the calculation:
Structure (SMILES) ... NOCl
Relative energy (zero: lowest compared OMol25 entry of this formula, charge and spin) ... 0.716 eV
Gap between HOMO and LUMO (alpha / beta) ... 8.925 / 8.926 eV
LUMO energy (alpha / beta) ... -0.0390 / -0.0389 Ha
Charge ... 0